1.
Density functional theory data (the ωB97M-V functional and the def2-TZVPD basis) for a 9-piece molecular cluster, C7H28O8 overall in a non-equilibrium geometry.

CARTESIAN COORDINATES (ANGSTROEM)
C  -0.156504  2.156504  2.489585
C  0.806531  1.726850  1.647163
C  2.151209  1.369973  2.190345
C  0.677705  1.711338  0.175099
C  -0.317020  0.675249  -0.297145
C  1.616313  2.215574  -0.630389
C  1.653157  2.114224  -2.132847
H  -0.984034  2.543975  1.910886
H  -0.024400  2.105056  3.549238
H  2.990088  1.684303  1.557100
H  2.329845  1.618346  3.240251
H  2.190094  0.277302  2.252534
H  -0.879845  0.777668  -1.218966
H  0.217721  -0.263620  -0.473936
H  -1.016996  0.451179  0.516827
H  2.305668  2.958982  -0.232073
H  1.746012  3.154369  -2.478279
H  2.519061  1.619928  -2.580070
H  0.678886  1.815481  -2.510057
O  -1.222008  -1.352459  3.652067
H  -1.736686  -0.531965  3.704508
H  -0.930635  -1.509769  2.719413
O  0.853603  -2.873660  -0.459393
H  0.618175  -2.638218  -1.375281
H  1.806355  -2.636524  -0.320287
O  -3.309488  1.517928  1.455808
H  -2.488970  2.011173  1.394410
H  -3.052057  0.606372  1.582421
O  -1.720528  -0.668838  -3.695609
H  -1.942805  -0.715199  -2.755514
H  -1.924803  0.254406  -3.861708
O  -1.245199  -2.169694  1.091722
H  -1.673881  -2.885908  1.553937
H  -0.476784  -2.582630  0.621095
O  -2.583390  -1.140833  -1.102166
H  -2.147222  -1.705655  -0.417381
H  -3.548952  -1.278396  -1.064191
O  1.009488  -1.260181  -2.815393
H  1.653100  -1.375509  -3.517655
H  0.106281  -1.261191  -3.153500
O  3.051554  -1.287649  -0.508696
H  3.896612  -1.118746  -0.091483
H  2.583132  -0.440725  -0.450058

Atoms 1-2, force components in eV/Å:
0.96 -0.65 -2.48
0.25 1.84 1.61

Summary:
Max |F|   2.7 eV/Å
HOMO   -8.78 eV
M   240.29 g mol⁻¹
E_tot   -24092.593 eV
Structure (SMILES)   C=C(C)/C(C)=C/C.O.O.O.O.O.O.O.O
Relative energy (zero: lowest compared OMol25 entry of this formula, charge and spin)   1.529 eV

=====

2.
Density functional theory data (the ωB97M-V functional and the def2-TZVPD basis) for C7H29BaO8 as an isolated structure in a non-equilibrium geometry.

CARTESIAN COORDINATES (ANGSTROEM)
Ba  6.457731  19.404105  -11.285904
O  7.127800  20.451270  -8.982501
H  6.424740  20.161630  -8.394984
C  7.566409  16.421736  -13.189747
O  7.106677  17.705044  -13.568084
H  6.873734  15.916207  -12.517413
H  7.724508  15.757980  -14.045522
H  8.555470  16.449574  -12.719636
H  7.117633  17.782277  -14.523201
C  9.214447  17.269266  -9.143244
O  8.151009  18.109045  -9.615942
H  9.063432  17.040007  -8.085296
H  9.275914  16.365807  -9.739115
H  10.146518  17.842110  -9.180985
H  8.130727  18.939406  -9.074920
C  7.036551  23.695607  -10.689586
O  7.047993  22.291996  -10.830858
H  6.190719  24.048521  -10.094911
H  7.982204  24.063617  -10.284068
H  6.945058  24.163457  -11.673511
H  7.183109  21.851193  -9.949730
C  5.990177  15.880618  -9.620498
O  5.286287  16.987126  -10.185270
H  5.402405  14.964968  -9.661166
H  6.932703  15.695861  -10.136134
H  6.255507  16.112708  -8.587700
H  4.365143  16.748365  -10.312964
C  6.292035  21.085053  -14.326453
O  5.311165  20.869760  -13.297989
H  6.400879  20.182166  -14.933326
H  6.005267  21.905013  -14.980408
H  7.205937  21.279273  -13.766027
H  4.434542  21.127145  -13.598199
C  10.238512  18.961373  -12.250933
O  8.992049  19.583667  -12.603882
H  10.932493  18.961193  -13.092675
H  10.691896  19.514161  -11.426075
H  10.088820  17.930476  -11.947004
H  9.252376  20.379779  -13.080642
C  3.813257  21.406200  -10.027487
O  4.052791  20.027073  -9.802522
H  4.233757  22.076441  -9.274407
H  4.370799  21.698240  -10.924721
H  2.774197  21.660811  -10.242853
H  3.583290  19.758630  -9.006053

Atoms 1-2, force components in eV/Å:
0.19 0.23 0.71
0.20 -0.45 -0.55

Summary:
Max |F|   1.5 eV/Å
Total charge   +1
HOMO   -11.71 eV
M   378.63 g mol⁻¹
E_tot   -24798.267 eV
Relative energy (zero: lowest compared OMol25 entry of this formula, charge and spin)   0.000 eV

=====

3.
Density functional theory data (the ωB97M-V functional and the def2-TZVPD basis) for a 7-piece molecular cluster, C7H29N2O10P overall in a non-equilibrium geometry.

CARTESIAN COORDINATES (ANGSTROEM)
C  2.922557  -3.267324  -0.707216
C  2.517346  -1.790025  -0.560995
C  1.088074  -1.527541  -1.036383
C  0.763210  -0.048466  -1.202060
N  0.897537  0.664143  0.086863
C  -0.009627  0.217641  1.058693
O  0.301538  -0.090903  2.166750
O  -1.319144  0.269954  0.679079
C  -2.139516  -0.851393  0.996719
O  -2.168251  -1.784892  -0.026719
C  -2.813692  -1.313773  -1.204109
P  0.849581  2.429834  -0.017179
N  2.275399  2.670640  -0.954356
O  1.580051  2.803841  1.402638
H  3.681010  -3.391030  -1.482618
H  2.066745  -3.880437  -1.004232
H  3.317306  -3.675810  0.223763
H  2.611831  -1.469757  0.478917
H  3.195029  -1.164764  -1.144450
H  0.392097  -1.977739  -0.319349
H  0.935289  -2.015297  -2.004948
H  1.496244  0.385693  -1.885831
H  -0.227077  0.088887  -1.652884
H  -1.742228  -1.353525  1.879140
H  -3.140281  -0.470532  1.212436
H  -2.613003  -2.035252  -1.993540
H  -3.896398  -1.243128  -1.048382
H  -2.430253  -0.337244  -1.508283
H  2.572205  3.629225  -0.782773
H  2.074491  2.588418  -1.948387
H  0.921104  2.970053  2.090823
O  4.240197  0.361225  -3.224501
H  5.152060  0.167696  -2.981604
H  3.949858  0.945262  -2.514691
O  -1.003226  1.201240  4.666876
H  -0.530540  0.713359  3.981180
H  -0.470462  1.087948  5.459675
O  -4.479753  -1.840576  2.919217
H  -4.147927  -2.584250  2.402755
H  -3.997337  -1.886970  3.751566
O  5.472763  2.812580  -1.999393
H  4.550042  3.029399  -1.825937
H  5.975663  3.555830  -1.652528
O  -7.417546  -2.072968  1.423428
H  -6.633072  -2.183952  1.973628
H  -7.744579  -1.197912  1.652944
O  -1.947353  4.119371  -1.350057
H  -2.736674  3.698865  -0.994501
H  -1.952149  5.004426  -0.972348

Atoms 1-2, force components in eV/Å:
-0.08 0.05 -0.06
0.00 0.01 0.01

Summary:
Max |F|   1.0 eV/Å
HOMO   -8.56 eV
M   332.29 g mol⁻¹
E_tot   -40474.032 eV
Structure (SMILES)   CCCCN(C(=O)OCOC)P(N)O.O.O.O.O.O.O